*P*
# C4H7FN3

An isolated ion of composition C4H7FN3 and charge +1 (ωB97M-V/def2-TZVPD, the Open Molecules 2025 dataset).

Geometry as XYZ:
```
15
C4H7FN3 | the Open Molecules 2025 dataset | ωB97M-V/def2-TZVPD
N -1.24 1.54 0.38
C -0.35 0.79 -0.15
N 0.94 0.86 -0.18
C 1.70 -0.30 -0.02
N 1.10 -1.49 0.32
C -0.15 -1.60 0.19
C -0.92 -0.57 -0.59
F -2.24 -0.75 -0.22
H -2.16 1.09 0.58
H -1.10 2.56 0.59
H 1.36 1.74 0.08
H 2.35 -0.30 0.89
H 2.35 -0.53 -0.92
H -0.59 -2.36 0.74
H -1.03 -0.70 -1.69
```

Computed properties:
total charge: +1
molecular weight: 116.119 g mol⁻¹
LUMO level: -3.92 eV
Kohn-Sham gap: 10.47 eV

*Q*
# C4H7FN3

An isolated ion of composition C4H7FN3 and charge +1 (ωB97M-V/def2-TZVPD, the Open Molecules 2025 dataset).

Geometry as XYZ:
```
15
C4H7FN3 | the Open Molecules 2025 dataset | ωB97M-V/def2-TZVPD
N 3.66 -0.15 0.14
N 2.51 0.09 0.15
N 1.46 0.42 -0.17
C 0.05 0.05 -0.49
C -1.14 1.06 -0.35
C -1.96 -0.06 0.30
C -0.68 -0.99 0.38
F -0.64 -2.19 -0.23
H 4.49 0.28 0.47
H -0.06 -0.34 -1.58
H -1.37 1.46 -1.26
H -0.85 1.88 0.20
H -2.40 -0.07 1.36
H -2.85 -0.52 -0.35
H -0.21 -0.92 1.43
```

Computed properties:
total charge: +1
molecular weight: 116.119 g mol⁻¹
LUMO level: -5.44 eV
Kohn-Sham gap: 9.79 eV

Quick one: least stable of them? *Q*

*P*
# CH14NO4

A 5-piece molecular cluster, CH14NO4 overall (ωB97M-V/def2-TZVPD, the Open Molecules 2025 dataset).

Geometry as XYZ:
```
20
CH14NO4 | the Open Molecules 2025 dataset | ωB97M-V/def2-TZVPD
C -0.45 -0.56 -0.78
N -0.84 -0.58 0.65
H -0.07 0.35 -1.23
H -1.23 -0.98 -1.40
H 0.45 -1.18 -0.87
H 0.00 -0.36 1.21
H -1.58 0.13 0.82
H -1.36 -1.48 0.90
H 1.20 -3.59 -0.03
H 2.34 -3.09 0.82
O 1.44 -2.86 0.56
H 0.61 -0.63 -4.80
H 0.92 0.65 -4.01
O 1.10 -0.31 -4.04
H -1.73 1.46 3.52
H -2.43 2.75 3.20
O -1.98 1.99 2.77
H 0.20 2.58 1.40
H 1.42 2.70 0.51
O 0.66 2.14 0.70
```

Computed properties:
total charge: 0
molecular weight: 104.126 g mol⁻¹
LUMO level (spin up / spin down): 0.67 / 0.49 eV
Kohn-Sham gap (spin up / spin down): 3.51 / 12.06 eV
2S+1: 2

*Q*
# CH14NO4

A 5-piece molecular cluster, CH14NO4 overall (ωB97M-V/def2-TZVPD, the Open Molecules 2025 dataset).

Geometry as XYZ:
```
20
CH14NO4 | the Open Molecules 2025 dataset | ωB97M-V/def2-TZVPD
C -1.17 0.88 1.37
N -0.06 0.46 0.52
H -1.74 1.66 0.89
H -1.78 0.02 1.63
H -0.75 1.27 2.30
H 0.37 1.30 0.10
H -0.13 -0.26 -0.21
H 0.73 0.17 1.13
H 0.15 -4.72 -1.43
H 0.45 -4.63 -2.93
O 0.68 -4.23 -2.07
H -0.01 3.52 -1.53
H -1.37 3.00 -1.11
O -0.42 2.74 -1.10
H 2.97 0.89 2.55
H 1.62 1.17 3.25
O 2.05 1.16 2.38
H -0.81 -2.21 -1.92
H -0.24 -0.81 -2.26
O -0.54 -1.37 -1.53
```

Computed properties:
total charge: 0
molecular weight: 104.126 g mol⁻¹
LUMO level (spin up / spin down): 0.60 / 0.51 eV
Kohn-Sham gap (spin up / spin down): 2.88 / 12.09 eV
2S+1: 2

Quick one: least stable of them? *P*

*P*
# C2H6S3

A 2-piece molecular cluster, C2H6S3 overall (ωB97M-V/def2-TZVPD, the Open Molecules 2025 dataset).

Geometry as XYZ:
```
11
C2H6S3 | the Open Molecules 2025 dataset | ωB97M-V/def2-TZVPD
C -1.40 -1.12 -0.30
C 0.76 0.36 0.00
S 2.44 0.41 0.43
S 0.02 2.02 -0.41
S 0.26 -1.01 -0.94
H -1.15 -1.39 0.80
H -2.15 -1.73 -0.79
H -1.73 -0.08 -0.30
H 0.03 -0.36 1.44
H 3.03 0.37 -0.79
H -0.09 2.54 0.85
```

Computed properties:
total charge: 0
molecular weight: 126.271 g mol⁻¹
LUMO level: -0.28 eV
Kohn-Sham gap: 8.49 eV

*Q*
# C2H6S3

A 2-piece molecular cluster, C2H6S3 overall (ωB97M-V/def2-TZVPD, the Open Molecules 2025 dataset).

Geometry as XYZ:
```
11
C2H6S3 | the Open Molecules 2025 dataset | ωB97M-V/def2-TZVPD
C -1.33 -0.01 -1.36
C -1.10 0.32 -0.07
S -1.70 -0.64 1.24
S -0.12 1.76 0.33
H -0.99 0.34 -2.27
H -2.07 -0.77 -1.69
H -2.39 -1.50 0.47
H -0.72 1.90 1.55
S 2.89 -0.12 0.51
H 4.21 0.01 0.22
H 3.30 -1.29 1.07
```

Computed properties:
total charge: 0
molecular weight: 126.271 g mol⁻¹
LUMO level: 0.64 eV
Kohn-Sham gap: 9.07 eV

Quick one: least stable of them? *P*

*P*
# C5H11N4

An isolated ion of composition C5H11N4 and charge +1 (ωB97M-V/def2-TZVPD, the Open Molecules 2025 dataset).

Geometry as XYZ:
```
20
C5H11N4 | the Open Molecules 2025 dataset | ωB97M-V/def2-TZVPD
C -1.10 2.43 -0.79
N -1.25 0.98 -0.55
C -0.59 0.51 0.62
N -1.46 -0.47 1.58
N 0.58 -0.40 0.17
C 1.56 -0.28 -0.70
C 2.18 -1.51 -0.87
C 1.53 -2.36 0.04
N 0.60 -1.67 0.64
H -0.99 2.96 0.15
H -0.14 2.45 -1.26
H -1.80 2.69 -1.54
H -1.22 0.41 -1.37
H -0.48 1.28 1.31
H -1.53 -0.13 2.55
H -2.38 -0.61 1.15
H 1.79 0.55 -1.21
H 3.05 -1.76 -1.54
H 1.70 -3.33 0.22
H -0.06 -1.74 1.40
```

Computed properties:
total charge: +1
molecular weight: 127.171 g mol⁻¹
LUMO level: -3.09 eV
Kohn-Sham gap: 10.03 eV

*Q*
# C5H11N4

A 2-piece molecular cluster, C5H11N4 overall (ωB97M-V/def2-TZVPD, the Open Molecules 2025 dataset).

Geometry as XYZ:
```
20
C5H11N4 | the Open Molecules 2025 dataset | ωB97M-V/def2-TZVPD
C -2.63 1.39 0.40
C -3.65 0.47 0.02
C -1.48 0.67 0.34
C 3.40 0.16 0.59
C -1.03 -1.55 -0.43
N -3.20 -0.72 -0.15
N -1.80 -0.62 0.02
N 0.32 -1.42 -0.51
N 2.37 0.49 -0.42
H -2.88 2.35 0.46
H -4.74 0.65 -0.07
H -0.56 0.98 0.61
H 3.90 -0.81 0.50
H 4.22 0.83 0.52
H 2.84 0.18 1.53
H -1.55 -2.49 -0.68
H 0.95 -2.21 -0.73
H 0.78 -0.48 -0.55
H 2.70 0.61 -1.36
H 2.05 1.50 -0.09
```

Computed properties:
total charge: +1
molecular weight: 127.171 g mol⁻¹
LUMO level: -4.66 eV
Kohn-Sham gap: 9.22 eV

Quick one: least stable of them? *P*

*P*
# C4H8OS3

A 2-piece molecular cluster, C4H8OS3 overall (ωB97M-V/def2-TZVPD, the Open Molecules 2025 dataset).

Geometry as XYZ:
```
16
C4H8OS3 | the Open Molecules 2025 dataset | ωB97M-V/def2-TZVPD
C -0.75 0.61 -2.89
C 0.99 0.91 -1.11
C 0.71 -0.30 1.19
C -0.22 -1.45 1.91
H -0.73 1.09 -3.97
H -1.65 1.28 -2.38
H -0.72 -0.43 -2.91
H 0.82 0.75 1.74
H 1.81 -0.70 1.37
H -0.24 -2.25 1.28
H 0.29 -1.75 2.89
H -0.98 -0.05 3.82
O 0.49 1.23 -2.36
S 2.15 2.02 -0.55
S -0.04 -0.33 -0.29
S -1.94 -0.64 2.27
```

Computed properties:
total charge: 0
molecular weight: 168.308 g mol⁻¹
LUMO level: -1.06 eV
Kohn-Sham gap: 7.62 eV

*Q*
# C4H8OS3

An isolated molecule of C4H8OS3 (ωB97M-V/def2-TZVPD, the Open Molecules 2025 dataset).

Geometry as XYZ:
```
16
C4H8OS3 | the Open Molecules 2025 dataset | ωB97M-V/def2-TZVPD
O -0.03 -2.80 0.36
C -0.15 -1.32 0.57
C 0.62 -0.59 -0.52
S 0.04 -0.66 -2.20
C 0.85 0.98 -0.13
C -0.39 1.84 0.06
S -0.41 3.49 -0.92
S -1.18 1.66 1.63
H -0.98 -3.18 0.32
H -1.16 -1.01 0.54
H 0.10 -1.03 1.71
H 1.71 -0.95 -0.49
H -0.26 -1.94 -2.31
H 1.82 0.85 0.68
H 1.24 1.56 -1.03
H -1.81 3.08 1.71
```

Computed properties:
total charge: 0
molecular weight: 168.308 g mol⁻¹
LUMO level: -1.51 eV
Kohn-Sham gap: 7.34 eV

*R*
# C4H8OS3

An isolated molecule of C4H8OS3 (ωB97M-V/def2-TZVPD, the Open Molecules 2025 dataset).

Geometry as XYZ:
```
16
C4H8OS3 | the Open Molecules 2025 dataset | ωB97M-V/def2-TZVPD
C -1.61 -0.25 0.85
O -0.29 -0.15 1.44
C 0.33 1.10 1.35
S 1.49 1.28 -0.07
C 1.89 -0.47 -0.28
S 0.68 -1.54 -1.25
C -0.55 -0.36 -1.86
S -1.74 0.51 -0.79
H -1.82 -1.34 0.73
H -2.40 0.19 1.50
H 0.89 1.18 2.30
H -0.39 1.92 1.18
H 2.85 -0.50 -0.82
H 1.98 -0.93 0.72
H -1.20 -1.07 -2.44
H -0.11 0.43 -2.56
```

Computed properties:
total charge: 0
molecular weight: 168.308 g mol⁻¹
LUMO level: 0.67 eV
Kohn-Sham gap: 9.13 eV

Quick one: least stable of them? *P*

*P*
# CH2N2OS

A 2-piece molecular cluster, CH2N2OS overall (ωB97M-V/def2-TZVPD, the Open Molecules 2025 dataset).

Geometry as XYZ:
```
7
CH2N2OS | the Open Molecules 2025 dataset | ωB97M-V/def2-TZVPD
N -0.99 -0.66 -1.59
C -0.63 0.28 -0.96
S -0.07 1.55 -0.32
H -1.11 -1.65 -1.69
N 0.96 -0.10 1.21
O 0.20 -0.21 2.15
H 1.63 0.79 1.20
```

Computed properties:
total charge: 0
molecular weight: 90.107 g mol⁻¹
LUMO level: 0.04 eV
Kohn-Sham gap: 9.12 eV

*Q*
# CH2N2OS

An isolated molecule of CH2N2OS (ωB97M-V/def2-TZVPD, the Open Molecules 2025 dataset).

Geometry as XYZ:
```
7
CH2N2OS | the Open Molecules 2025 dataset | ωB97M-V/def2-TZVPD
C -1.40 0.50 0.23
N -1.93 1.29 -0.38
N 1.04 0.23 0.11
O -0.56 -1.88 -0.44
S -0.24 -0.79 0.64
H 1.80 0.13 0.77
H 1.29 0.53 -0.93
```

Computed properties:
total charge: 0
molecular weight: 90.107 g mol⁻¹
LUMO level: 0.07 eV
Kohn-Sham gap: 10.68 eV

Quick one: least stable of them? *P*